Molecular formula: C3H3F3N4O
Method: DFT, wB97M-V/def2-TZVPD

Last column: natural (NBO) charge in e.
CARTESIAN COORDINATES (ANGSTROEM)
C  1.71729  3.02606  -0.95638  0.2078
C  0.08269  -0.46661  0.23731  -0.4518
C  2.40524  3.84798  -1.87670  0.8720
N  1.01476  1.68126  0.69795  0.0456
N  1.47181  2.76606  0.23071  -0.2628
N  0.55659  0.84543  -0.32128  -0.0743
N  1.06139  1.01883  -1.46232  0.2319
O  0.79451  0.43866  -2.50197  -0.3370
F  1.75046  5.04394  -1.99633  -0.3161
F  3.63967  4.20463  -1.39767  -0.3165
F  2.57296  3.25666  -3.08742  -0.2989
H  -0.99139  -0.50720  0.45280  0.2262
H  0.34917  -1.16543  -0.55751  0.2330
H  0.56578  -0.49755  1.22174  0.2409

Computed properties:
Gap between HOMO and LUMO (spin up / spin down), hartree: 0.2761 / 0.2715
LUMO level (spin up / spin down), eV: 0.062 / -2.441
Multiplicity: 3
Expectation value of S²: 2.04


Molecular formula: C3H3F3O
Method: DFT, wB97M-V/def2-TZVPD

Last column: natural (NBO) charge in e.
CARTESIAN COORDINATES (ANGSTROEM)
C  -0.15137  -0.49921  -0.83282  -0.6264
C  -0.97067  0.36124  0.04036  0.6332
C  1.20641  -0.53475  -0.26518  0.6820
O  -1.03755  0.09814  1.35040  -0.6943
F  -0.97388  1.70321  -0.20575  -0.3449
F  1.54606  -1.09820  0.92108  -0.3292
F  1.79756  0.65807  -0.23010  -0.3364
H  -0.65699  -1.36746  -0.84779  0.2520
H  -0.06961  -0.12769  -1.85628  0.2667
H  -0.68996  0.80665  1.92607  0.4973

Computed properties:
Gap between HOMO and LUMO (spin up / spin down), hartree: 0.3339 / 0.3081
LUMO level (spin up / spin down), eV: 0.442 / 0.319
Energy above the lowest of the compared OMol25 structures with the same formula, charge and spin, kJ/mol: 335.28


Molecular formula: C3H3F3O
Method: DFT, wB97M-V/def2-TZVPD

Last column: natural (NBO) charge in e.
CARTESIAN COORDINATES (ANGSTROEM)
C  0.29826  0.44643  0.03146  0.7598
C  -1.93730  -0.60133  0.30903  0.6188
C  1.61916  0.01347  -0.06083  -0.7233
O  -0.59583  -0.48269  -0.09237  -0.4471
F  -0.06006  1.58466  0.49120  -0.2615
F  -2.60544  -1.30840  -0.65447  -0.3561
F  -2.52161  0.62137  0.30543  -0.3630
H  1.82302  -0.52661  0.91512  0.2576
H  2.22808  0.89565  -0.17645  0.2458
H  1.75173  -0.64255  -1.06813  0.2691

Computed properties:
Gap between HOMO and LUMO (spin up / spin down), hartree: 0.3198 / 0.2565
LUMO level (spin up / spin down), eV: 0.235 / -0.482
Energy above the lowest of the compared OMol25 structures with the same formula, charge and spin, kJ/mol: 382.66


Q: Number 1 is which compound?
A: C3H3F3N4O